Record 1
DFT (the ωB97M-V functional and the def2-TZVPD basis) results for a structure of composition C25H30N2OPSbSe4Sn.

Each line ends with the Löwdin charge.
Positions of all 65 atoms, in Å:
H -6.6792 0.8498 0.4213  0.104
C -1.5665 -2.9290 0.9871  -0.149
C 5.9179 0.2253 -2.5713  -0.048
C 2.1270 -0.0518 1.3138  -0.389
C -4.2009 -0.0373 -1.1056  -0.190
H 4.6241 -0.2538 0.5184  0.106
H -2.0954 0.4222 2.8120  0.132
C -6.2252 -1.2835 -1.4028  0.016
C -0.2346 1.6050 -1.1586  -0.359
C 2.5383 1.0495 2.0640  -0.080
C 4.6529 -0.0723 -0.5483  -0.070
H 1.5934 4.9696 -1.3758  0.122
C 3.5189 0.3094 -2.6510  -0.090
Se 1.7600 -4.6433 -0.7030  0.247
C 2.5227 -0.2988 4.0559  -0.049
H 4.7787 0.5507 -4.3630  0.116
Se -0.9119 -2.1935 -2.6550  0.124
H 2.8683 2.9336 -0.7974  0.122
H 6.8721 0.2778 -3.0780  0.118
H 2.6031 0.4284 -3.2193  0.112
C 1.9180 -1.2776 1.9454  -0.117
H -0.0845 2.1976 1.3425  0.061
C 2.1235 -1.4025 3.3127  -0.064
C 1.8009 2.8776 -0.9750  -0.057
H -7.0073 -1.0327 -2.1162  0.105
H -1.8530 2.2971 1.1928  0.084
H 1.6111 -2.1430 1.3651  0.067
H -7.0296 1.3440 -1.2533  0.105
C -0.2867 3.9527 -1.5604  -0.036
C 4.7409 0.3796 -3.2958  -0.056
Se -2.0279 -5.9111 -0.9737  0.076
H -0.7437 -1.8803 2.6630  0.122
O -1.2123 -0.4956 1.2054  -0.333
C -1.5183 -1.7512 1.9062  -0.215
C 2.7277 0.9261 3.4324  -0.049
C -1.1600 0.5487 2.2673  -0.174
C -1.0289 1.9786 1.8296  -0.041
H -2.4733 -1.5998 2.4101  0.137
C -0.9577 2.7405 -1.4874  -0.104
N -5.4871 -0.0540 -1.0604  -0.159
H 2.7141 2.0045 1.5831  0.111
H 6.7911 -0.1243 -0.6440  0.117
H -0.8213 4.8504 -1.8407  0.121
H -0.3326 0.2565 2.9159  0.118
N -3.0390 -0.0304 -1.1463  0.109
H -6.6675 -1.7059 -0.5018  0.104
Sb -0.3550 -4.6490 -2.0204  -0.209
P 1.8609 0.0335 -0.4746  1.067
H -5.5465 -2.0026 -1.8539  0.102
H -5.5784 1.9536 -0.4395  0.099
H 3.0472 1.7821 4.0116  0.119
H -0.5887 -3.1150 0.5352  -0.008
H 1.9803 -2.3598 3.7970  0.118
C 5.8740 -0.0011 -1.2039  -0.053
Sn -0.8616 -0.3948 -0.9399  0.900
H -2.0161 2.6869 -1.7113  0.105
H -1.0733 2.5703 2.7460  0.109
C 3.4745 0.0989 -1.2707  -0.364
C -6.2416 1.0994 -0.5442  0.011
Se 0.1101 -5.1369 -4.4103  0.270
H 2.6837 -0.3946 5.1215  0.119
H -1.8155 -3.8151 1.5703  0.095
C 1.1295 1.6623 -0.8772  -0.428
H -2.3269 -2.8397 0.2093  0.049
C 1.0831 4.0183 -1.3049  -0.028

Calculated values
Net charge = +2
HOMO-LUMO gap (alpha / beta) = 5.912 / 5.683 eV
HOMO (alpha / beta) = -13.5 / -13.4 eV

***

Record 2
DFT (the ωB97M-V functional and the def2-TZVPD basis) results for the molecule C25H30N4O4S.

Each line ends with the Löwdin charge.
Positions of all 64 atoms, in Å:
H 2.7794 -5.9807 1.5533  0.126
C 0.8164 0.2216 -0.9447  0.007
C 3.6107 3.7201 -0.6535  -0.025
C 3.9576 -4.5021 -1.0711  -0.195
C 1.7123 -0.8074 -0.7886  0.002
H -0.1277 3.8135 -1.6210  0.139
C 2.6908 -5.3506 0.6671  -0.191
H -6.9583 -2.6364 0.6216  0.077
C -0.9072 -1.1557 0.0155  -0.059
H 3.2730 -4.9290 -1.8205  0.129
H -2.2020 3.3838 -1.9050  0.077
H -8.3445 -1.6422 1.0718  0.069
C -1.2208 3.4867 0.0558  -0.569
H -7.4497 -0.7788 -1.0199  0.106
C 1.5626 3.3217 1.1844  0.002
C -4.4830 -0.3073 0.7049  -0.182
H -7.1074 0.3941 0.2511  0.107
C 2.8791 3.2264 1.5772  0.011
O 5.1829 3.3058 1.1698  -0.088
H -6.8036 -1.4253 1.8942  0.067
O -2.7507 -2.3675 0.8962  0.083
O -1.3239 3.3355 1.2499  0.056
H 4.9756 -4.5111 -1.4644  0.126
H 6.2872 2.7974 -0.5136  0.094
N -1.3961 1.1084 -0.6697  0.100
H 4.2603 -2.5928 -0.0989  0.135
C 0.0024 -2.1975 0.1491  0.056
H 1.1375 1.1636 -1.3594  0.101
H -4.7892 0.6459 1.1443  0.098
H -5.1292 -1.6686 -0.8224  0.120
H 0.7692 3.1655 1.8947  0.105
H 7.1629 3.3939 0.9172  0.092
H -0.3708 -3.1251 0.5541  0.117
N 2.2099 -3.1108 -0.1405  -0.106
C -6.8676 -0.6076 -0.1118  -0.260
H -2.9412 4.5250 -0.7410  0.088
H 4.3842 3.8799 -1.3880  0.102
C 1.2519 3.6156 -0.1412  -0.246
H 2.7374 -0.6383 -1.0787  0.102
H 2.0613 4.0384 -2.0811  0.112
C -0.5121 0.0735 -0.5384  -0.198
C 3.9201 3.4243 0.6687  -0.282
N -3.0957 -0.2056 0.2941  0.012
C -2.2898 -1.3395 0.4407  -0.353
C 2.2241 -3.9445 1.0462  -0.129
N -0.0623 3.7068 -0.6187  0.120
H 3.4629 -2.5151 -1.6989  0.121
C -7.2656 -1.6414 0.9350  -0.107
O 3.9703 -5.3131 0.0775  -0.131
C -2.4458 3.5603 -0.8586  -0.355
C 1.3306 -2.0473 -0.2401  -0.206
H 3.1313 2.9971 2.6000  0.120
C 2.2875 3.8119 -1.0476  -0.037
S -3.6682 2.3287 -0.3381  1.036
C 3.5164 -3.0657 -0.7598  -0.149
H 2.9274 -3.5287 1.7862  0.136
H 1.9694 -5.7995 -0.0323  0.130
H 6.2611 4.5374 -0.1069  0.095
H 1.2346 -3.9904 1.4943  0.116
C 6.2708 3.5234 0.3063  -0.095
H -4.5234 -1.0943 1.4604  0.122
H -5.1938 0.0380 -1.2909  0.095
C -2.5958 0.9409 -0.2401  -0.550
C -5.3858 -0.6651 -0.4764  -0.195

Calculated values
Relative energy (zero: lowest compared OMol25 entry of this formula, charge and spin) = 0.741 eV
HOMO-LUMO gap = 7.957 eV
SMILES string = CCCCn1c(SCC(=O)Nc2ccc(OC)cc2)nc2ccc(N3CCOCC3)cc2c1=O
HOMO = -7.4 eV

***

Record 3
DFT (the ωB97M-V functional and the def2-TZVPD basis) results for a structure of composition C25H31As2BiNO15PS2.

Each line ends with the Mulliken spin population.
Positions of all 78 atoms, in Å:
O 5.2502 8.8271 22.2507  0.000
P 10.5809 7.6609 15.3269  0.037
H 6.1326 11.6656 20.9545  0.000
H 7.1584 1.7905 18.3934  0.000
O 5.4508 2.8144 18.8600  -0.001
H 5.6272 0.8457 18.9414  0.000
O 4.7243 6.4397 15.6504  -0.002
H 7.8128 11.2812 20.3377  0.000
C 5.2355 7.3499 20.4171  0.043
H 9.5262 6.0598 13.0230  -0.001
C 5.5876 3.9259 18.0403  0.000
C 5.8260 7.9964 21.6355  0.003
H 8.9210 8.0007 22.6862  0.000
H 11.6036 7.5955 22.1344  0.000
O 9.3091 2.1414 20.6891  0.010
H 11.9565 4.4837 23.8819  0.000
H 2.1003 6.1722 19.5998  0.001
C 2.0472 7.2086 19.3207  0.000
H 10.1526 10.6681 16.5731  -0.001
As 4.7597 5.4587 20.4421  -0.006
H 12.5648 11.1455 16.2136  0.000
C 4.8485 8.2293 19.4969  -0.020
H 11.2164 5.9244 12.4795  0.000
H 11.1818 8.0600 11.3646  0.000
H 6.2607 3.4916 21.0480  0.000
O 2.9551 5.1011 15.8033  0.000
C 4.4831 6.6474 14.2232  0.001
C 9.8557 4.4296 20.7119  0.020
As 3.5321 7.7463 18.1073  -0.005
O 9.1893 7.8321 18.8748  -0.045
N 9.6352 5.6684 20.2092  -0.015
H 9.6153 7.3727 10.8275  0.000
C 10.9648 9.8934 16.5920  0.002
S 11.8016 6.7852 16.6082  0.057
C 5.1247 9.7155 19.4574  -0.006
Bi 8.7267 5.8242 17.8351  0.776
C 11.2735 5.4269 22.3536  0.006
H 7.2758 4.8482 20.4270  0.068
C 4.9244 5.1393 18.5805  0.037
H 3.8372 7.5202 14.1473  0.000
C 6.7220 11.3395 20.0638  0.000
O 4.3187 10.5770 19.1541  0.000
C 6.0473 1.6122 18.3269  -0.002
H 7.4493 8.5193 23.7366  0.000
H 12.4162 10.5076 17.9621  0.000
H 9.6347 8.5570 12.1819  0.000
O 10.8773 9.2593 15.2111  0.001
C 6.4078 4.6195 21.0347  -0.021
H 6.5997 4.9380 22.0645  0.000
C 10.1891 6.7392 20.7468  0.041
H 2.1685 7.8790 20.1294  0.000
O 8.5548 3.4340 18.9941  0.034
C 7.9328 8.4166 22.7325  0.000
S 8.5424 7.4376 15.5925  0.010
H 1.0307 7.5017 18.9163  0.000
O 6.0518 3.9590 16.9175  0.001
H 5.4211 6.9881 13.8965  -0.001
O 7.0615 7.6540 21.7869  -0.007
H 4.1410 5.6756 13.8524  0.000
O 10.4297 9.0788 20.3773  0.012
H 12.9598 9.4220 16.6610  0.001
C 10.3980 6.6248 12.7404  0.001
C 10.7803 4.2804 21.7330  0.006
C 10.2177 7.7533 11.6709  0.000
H 7.9579 9.4757 22.3345  0.000
C 4.2130 5.8909 17.7305  -0.014
H 5.6322 1.4417 17.3225  0.000
H 10.4335 9.2196 17.3609  -0.004
C 3.8871 5.6467 16.3174  -0.005
O 11.1063 7.1879 13.8596  0.004
O 12.0457 5.3357 23.4343  0.001
C 11.0860 6.6917 21.8162  -0.002
O 6.3480 10.0089 19.7835  0.008
C 9.1305 3.2273 20.0977  -0.016
C 9.9900 8.0378 19.8903  -0.007
C 12.3535 10.2888 16.9025  0.000
H 10.8600 3.2973 22.1432  0.000
H 6.4692 11.9758 19.2765  0.000

Calculated values
Net charge = -1
Relative energy (zero: lowest compared OMol25 entry of this formula, charge and spin) = 1.664 eV
Spin multiplicity = 2
Expectation value of S² = 0.7535
HOMO-LUMO gap (alpha / beta) = 6.661 / 7.378 eV
HOMO (alpha / beta) = -4.5 / -5.9 eV

***

Repeat the second record exactly.
DFT (the ωB97M-V functional and the def2-TZVPD basis) results for the molecule C25H30N4O4S.

Each line ends with the Löwdin charge.
Positions of all 64 atoms, in Å:
H 2.7794 -5.9807 1.5533  0.126
C 0.8164 0.2216 -0.9447  0.007
C 3.6107 3.7201 -0.6535  -0.025
C 3.9576 -4.5021 -1.0711  -0.195
C 1.7123 -0.8074 -0.7886  0.002
H -0.1277 3.8135 -1.6210  0.139
C 2.6908 -5.3506 0.6671  -0.191
H -6.9583 -2.6364 0.6216  0.077
C -0.9072 -1.1557 0.0155  -0.059
H 3.2730 -4.9290 -1.8205  0.129
H -2.2020 3.3838 -1.9050  0.077
H -8.3445 -1.6422 1.0718  0.069
C -1.2208 3.4867 0.0558  -0.569
H -7.4497 -0.7788 -1.0199  0.106
C 1.5626 3.3217 1.1844  0.002
C -4.4830 -0.3073 0.7049  -0.182
H -7.1074 0.3941 0.2511  0.107
C 2.8791 3.2264 1.5772  0.011
O 5.1829 3.3058 1.1698  -0.088
H -6.8036 -1.4253 1.8942  0.067
O -2.7507 -2.3675 0.8962  0.083
O -1.3239 3.3355 1.2499  0.056
H 4.9756 -4.5111 -1.4644  0.126
H 6.2872 2.7974 -0.5136  0.094
N -1.3961 1.1084 -0.6697  0.100
H 4.2603 -2.5928 -0.0989  0.135
C 0.0024 -2.1975 0.1491  0.056
H 1.1375 1.1636 -1.3594  0.101
H -4.7892 0.6459 1.1443  0.098
H -5.1292 -1.6686 -0.8224  0.120
H 0.7692 3.1655 1.8947  0.105
H 7.1629 3.3939 0.9172  0.092
H -0.3708 -3.1251 0.5541  0.117
N 2.2099 -3.1108 -0.1405  -0.106
C -6.8676 -0.6076 -0.1118  -0.260
H -2.9412 4.5250 -0.7410  0.088
H 4.3842 3.8799 -1.3880  0.102
C 1.2519 3.6156 -0.1412  -0.246
H 2.7374 -0.6383 -1.0787  0.102
H 2.0613 4.0384 -2.0811  0.112
C -0.5121 0.0735 -0.5384  -0.198
C 3.9201 3.4243 0.6687  -0.282
N -3.0957 -0.2056 0.2941  0.012
C -2.2898 -1.3395 0.4407  -0.353
C 2.2241 -3.9445 1.0462  -0.129
N -0.0623 3.7068 -0.6187  0.120
H 3.4629 -2.5151 -1.6989  0.121
C -7.2656 -1.6414 0.9350  -0.107
O 3.9703 -5.3131 0.0775  -0.131
C -2.4458 3.5603 -0.8586  -0.355
C 1.3306 -2.0473 -0.2401  -0.206
H 3.1313 2.9971 2.6000  0.120
C 2.2875 3.8119 -1.0476  -0.037
S -3.6682 2.3287 -0.3381  1.036
C 3.5164 -3.0657 -0.7598  -0.149
H 2.9274 -3.5287 1.7862  0.136
H 1.9694 -5.7995 -0.0323  0.130
H 6.2611 4.5374 -0.1069  0.095
H 1.2346 -3.9904 1.4943  0.116
C 6.2708 3.5234 0.3063  -0.095
H -4.5234 -1.0943 1.4604  0.122
H -5.1938 0.0380 -1.2909  0.095
C -2.5958 0.9409 -0.2401  -0.550
C -5.3858 -0.6651 -0.4764  -0.195

Calculated values
Relative energy (zero: lowest compared OMol25 entry of this formula, charge and spin) = 0.741 eV
HOMO-LUMO gap = 7.957 eV
SMILES string = CCCCn1c(SCC(=O)Nc2ccc(OC)cc2)nc2ccc(N3CCOCC3)cc2c1=O
HOMO = -7.4 eV